No. 1
{
  "formula": "C31H25GeN5PtSe",
  "method": "ωB97M-V/def2-TZVPD",
  "symbols": ["Pt", "Se", "Ge", "N", "N", "N", "N", "N", "C", "C", "C", "C", "C", "C", "C", "C", "C", "C", "C", "C", "C", "C", "C", "C", "C", "C", "C", "C", "C", "C", "C", "C", "C", "C", "C", "C", "C", "C", "C", "H", "H", "H", "H", "H", "H", "H", "H", "H", "H", "H", "H", "H", "H", "H", "H", "H", "H", "H", "H", "H", "H", "H", "H", "H"],
  "xyz": [[-1.159748, 0.415654, 0.603329], [-1.626209, 4.777740, -0.596696], [1.134634, 0.674088, -0.255477], [-0.699172, -3.756269, 0.621329], [-1.173682, 2.368501, 0.994698], [-1.025246, -1.605937, 0.278427], [-8.313067, 2.070864, -0.741574], [-3.240183, 0.573871, -0.048337], [-5.506545, 0.541339, 0.667820], [-1.720102, -4.105922, -2.920225], [-1.350955, 3.342859, 0.352873], [4.202569, 3.595430, 3.213187], [-1.703712, -1.801121, -2.152570], [2.386335, -1.954161, 0.161178], [-0.656904, -2.523101, 1.146309], [-7.218913, 1.759526, -0.593159], [4.679361, 4.342671, 2.175284], [-1.317615, -4.588327, -1.693093], [1.784817, -1.095386, -0.758751], [-1.318035, -2.280281, -0.903031], [2.722867, -3.604347, -1.556303], [4.244760, 4.074375, 0.862702], [3.350528, 3.070420, 0.619119], [2.830380, 2.277581, 1.670054], [-4.184035, 0.179576, 0.813089], [1.209232, 1.857263, -1.793762], [1.887859, 0.775389, 3.866351], [1.465773, 0.490852, 2.554653], [3.270012, 2.555006, 2.990391], [2.854257, -3.198477, -0.234187], [-1.116062, -3.643476, -0.693400], [1.901347, 1.212580, 1.463987], [-3.569995, 1.363247, -1.073168], [2.772963, 1.791423, 4.075071], [-4.868111, 1.780486, -1.289244], [-5.853600, 1.358271, -0.404951], [-1.903989, -2.732053, -3.148768], [2.132520, -2.758030, -2.483504], [1.666669, -1.513416, -2.084137], [-2.203480, -2.401250, -4.133752], [-0.340331, -2.327341, 2.157196], [-0.471685, -4.604711, 1.111867], [0.506961, 1.536554, -2.563335], [-1.820309, -0.741410, -2.334947], [1.510927, 0.191194, 4.694938], [4.532743, 3.785279, 4.226786], [0.779458, -0.343665, 2.412797], [3.338377, -3.846383, 0.485751], [1.207264, -0.865475, -2.822535], [2.524590, -1.638974, 1.189862], [-2.767789, 1.677015, -1.727315], [3.114564, 2.028168, 5.074925], [0.977094, 2.886365, -1.525564], [-6.249716, 0.199201, 1.372417], [2.043492, -3.062565, -3.518109], [3.090147, -4.574311, -1.865040], [5.390537, 5.137150, 2.354761], [-5.100195, 2.429515, -2.120258], [-1.161414, -5.644305, -1.522130], [3.040010, 2.880635, -0.397873], [2.218390, 1.789608, -2.202570], [-1.890756, -4.800181, -3.731120], [4.624518, 4.667707, 0.041827], [-3.864376, -0.446532, 1.635924]],
  "atomic_forces_ev_per_a": [[-0.02, -0.07, 0.19], [-0.01, 0.07, -0.04], [0.71, -0.02, 0.04], [-0.04, 0.04, 0.03], [-0.03, -0.33, -0.13], [-0.28, 0.01, 0.15], [-0.02, 0.01, -0.01], [0.13, 0.10, 0.11], [0.00, 0.02, -0.06], [0.03, -0.03, 0.01], [-0.04, 0.22, -0.07], [0.02, 0.04, -0.03], [-0.02, -0.02, 0.02], [0.08, 0.07, 0.06], [-0.02, 0.02, 0.04], [-0.08, 0.02, 0.00], [-0.01, -0.03, 0.05], [0.01, 0.01, -0.02], [-0.07, 0.08, -0.08], [0.01, -0.03, -0.07], [-0.03, -0.01, 0.01], [-0.03, -0.03, -0.03], [0.03, 0.02, -0.05], [-0.06, 0.06, -0.01], [-0.04, -0.11, -0.06], [-0.21, -0.01, 0.08], [0.06, 0.07, 0.04], [-0.04, -0.15, -0.10], [-0.02, 0.00, 0.03], [0.00, -0.05, -0.01], [-0.02, 0.02, -0.05], [-0.08, -0.12, 0.00], [0.01, 0.02, -0.03], [-0.04, -0.05, -0.02], [0.01, -0.05, 0.01], [0.09, -0.04, 0.03], [0.01, 0.04, -0.01], [0.00, -0.01, -0.01], [-0.02, 0.02, -0.04], [0.00, 0.00, -0.01], [-0.05, 0.00, 0.02], [0.05, 0.01, -0.01], [0.00, -0.03, 0.00], [-0.03, 0.02, 0.02], [0.01, -0.01, 0.01], [0.00, 0.01, 0.01], [0.03, 0.09, 0.00], [0.00, 0.00, 0.00], [0.02, 0.01, 0.00], [0.00, 0.00, -0.01], [0.02, 0.06, 0.03], [0.00, 0.00, 0.01], [0.00, 0.00, 0.02], [0.00, 0.01, 0.02], [-0.01, 0.00, 0.00], [0.02, 0.00, 0.00], [0.00, 0.01, 0.00], [-0.01, 0.00, -0.01], [0.00, -0.01, 0.00], [-0.01, 0.00, -0.01], [-0.01, 0.04, -0.03], [0.00, -0.01, -0.01], [0.00, 0.00, -0.01], [0.00, 0.00, -0.01]],
  "homo_lumo_gap_ev": [7.033, 5.351],
  "lumo_energy_ha": [-0.1303, -0.1884],
  "multiplicity": 2,
  "charge": 1,
  "max_force_ev_per_a": 0.71,
  "de_lowest_kcal_mol": 7.85
}

No. 2
{
  "formula": "C31H25N7O9Ti",
  "method": "ωB97M-V/def2-TZVPD",
  "symbols": ["Ti", "O", "O", "O", "O", "O", "O", "O", "O", "O", "N", "N", "N", "N", "N", "N", "N", "C", "C", "C", "C", "C", "C", "C", "C", "C", "C", "C", "C", "C", "C", "C", "C", "C", "C", "C", "C", "C", "C", "C", "C", "C", "C", "C", "C", "C", "C", "C", "H", "H", "H", "H", "H", "H", "H", "H", "H", "H", "H", "H", "H", "H", "H", "H", "H", "H", "H", "H", "H", "H", "H", "H", "H"],
  "xyz": [[8.871958, 10.246694, 10.708865], [9.818795, 8.613918, 10.758715], [9.001424, 9.725980, 8.297733], [4.427002, 11.497303, 6.887166], [7.871199, 14.222202, 8.677729], [8.649978, 11.894328, 14.788109], [9.216127, 10.985564, 12.479665], [5.874408, 9.971413, 8.937781], [5.674962, 14.144030, 6.714232], [8.043078, 11.653777, 9.867637], [6.258991, 9.898940, 13.293802], [10.757641, 12.149597, 11.214459], [7.190019, 9.085560, 11.283739], [6.732941, 11.851464, 12.105054], [7.932216, 10.072502, 6.321579], [9.341251, 11.689428, 7.213653], [10.673939, 11.017020, 10.494613], [8.744274, 10.473937, 7.355455], [7.107468, 13.289788, 8.480795], [10.738694, 6.949558, 9.444971], [5.983220, 13.980055, 12.892413], [5.328734, 11.896635, 7.566606], [9.839508, 13.207991, 13.156638], [5.416477, 11.989435, 14.082118], [6.595313, 8.886593, 12.420666], [10.397369, 15.495895, 13.739714], [9.938387, 12.086810, 12.213273], [7.302519, 8.079601, 10.405887], [6.091775, 11.125964, 8.612826], [6.679456, 13.185085, 11.996147], [5.976447, 13.278666, 7.477368], [11.646798, 10.557328, 9.702369], [10.688868, 8.262577, 9.839459], [7.321022, 8.758339, 6.409486], [12.516298, 8.741423, 8.300194], [6.368054, 6.542383, 11.943829], [6.896199, 6.796035, 10.689473], [9.199376, 13.071150, 14.401317], [9.143483, 14.149208, 15.285181], [9.747055, 15.355851, 14.961618], [11.604496, 9.213923, 9.266460], [6.151712, 11.290314, 13.124162], [12.535301, 7.415068, 7.898420], [10.427596, 14.431623, 12.845635], [5.331561, 13.361320, 13.948785], [11.648363, 6.513309, 8.472439], [7.142085, 11.984001, 9.082984], [6.204246, 7.580085, 12.817041], [8.736473, 11.285348, 14.007825], [13.198927, 9.456878, 7.851012], [7.211984, 13.614455, 11.157033], [10.906974, 14.531681, 11.882987], [4.767551, 13.952186, 14.661157], [8.864411, 12.372521, 6.647861], [7.017833, 8.443116, 5.404364], [4.927599, 11.479268, 14.904277], [8.069218, 8.057200, 6.780523], [6.048445, 5.546651, 12.231973], [10.057162, 6.250972, 9.897075], [10.868414, 16.426218, 13.468892], [6.457807, 8.743089, 7.085383], [5.977273, 15.054260, 12.758658], [9.710435, 16.184415, 15.653292], [11.641172, 5.472806, 8.161663], [12.494025, 11.193265, 9.470965], [5.747004, 7.447438, 13.789206], [5.812950, 9.568884, 14.140705], [13.248018, 7.086757, 7.149138], [9.715238, 12.060775, 8.082293], [7.736608, 8.322701, 9.444088], [7.003019, 6.021092, 9.939002], [8.619750, 13.997732, 16.221224], [7.384543, 10.802285, 5.888000]],
  "atomic_forces_ev_per_a": [[0.29, -0.58, 0.06], [0.32, -1.01, 0.22], [-0.33, -0.10, -0.14], [-1.25, -0.59, -0.97], [0.63, 0.66, 0.19], [-0.08, 0.14, 0.22], [0.33, 0.56, 0.74], [-0.30, -1.16, 0.26], [-0.51, 1.50, -1.32], [0.95, 0.85, 0.58], [0.04, 0.27, 0.47], [0.81, 0.53, 0.05], [-0.22, -0.02, -0.62], [-0.08, 0.62, -0.27], [0.07, 0.04, 0.04], [0.15, 0.15, 0.14], [0.45, -0.09, -0.51], [0.25, -0.32, -0.10], [-1.21, -0.36, -0.63], [0.50, -0.47, -0.62], [0.25, 0.10, -0.24], [1.57, 0.82, 1.15], [0.18, -0.05, -0.20], [-0.20, 0.40, 0.17], [-0.96, -0.97, 1.05], [-0.10, -0.31, -0.14], [0.09, 0.17, 0.97], [-0.35, -0.83, -0.09], [-0.33, 1.26, -0.62], [-0.30, -0.29, 0.14], [0.54, -1.79, 1.52], [0.10, 0.24, 0.28], [0.44, 0.09, 0.05], [-0.24, -0.14, -0.09], [-0.04, -0.02, -0.03], [-0.17, -0.18, 0.21], [0.14, -0.09, -0.57], [0.00, 0.00, 0.13], [0.00, -0.20, -0.13], [0.01, -0.12, -0.13], [0.37, 0.03, -0.08], [-0.31, -0.64, 0.34], [0.02, -0.05, 0.06], [-0.06, 0.40, 0.32], [-0.01, -0.13, 0.07], [0.02, -0.22, -0.14], [-1.87, 1.12, -1.73], [-0.08, 0.55, 0.18], [0.09, 0.00, -0.18], [0.02, -0.02, 0.01], [0.06, 0.02, -0.08], [0.02, -0.04, -0.05], [0.01, -0.06, 0.04], [0.06, 0.07, -0.02], [0.01, 0.08, 0.16], [0.04, -0.03, -0.02], [-0.02, 0.06, -0.03], [0.05, 0.00, -0.04], [-0.24, -0.14, 0.18], [0.07, 0.22, -0.01], [0.11, 0.02, -0.11], [-0.03, -0.04, 0.06], [-0.03, 0.10, 0.12], [0.05, 0.02, 0.01], [0.14, 0.10, -0.09], [-0.01, -0.10, 0.03], [0.18, 0.07, -0.31], [-0.02, -0.01, -0.03], [-0.10, -0.05, -0.09], [-0.09, -0.02, 0.08], [0.02, 0.06, 0.11], [0.03, 0.05, 0.05], [0.07, -0.12, -0.03]],
  "homo_lumo_gap_ev": [3.410, 5.964],
  "lumo_energy_ha": [0.1574, 0.1573],
  "multiplicity": 3,
  "charge": -2,
  "max_force_ev_per_a": 2.78,
  "de_lowest_kcal_mol": 0.00
}